102
Properties=species:S:1:pos:R:3:mulliken_charge:R:1 method="wB97M-V/def2-TZVPD" homo_ev=-8.26
C -2.727 2.378 2.873 -0.512
O -3.461 1.142 2.850 -0.440
C -2.559 0.026 2.809 -0.210
C -2.120 -0.326 1.309 1.026
C -3.010 -1.460 0.643 0.020
C -2.120 -2.361 -0.317 1.371
C -2.669 -2.387 -1.819 -0.697
C -2.721 -0.946 -2.491 0.439
C -1.523 -0.787 -3.558 -0.765
C -0.423 0.284 -3.051 1.432
C 1.073 -0.208 -3.245 -1.006
C 1.832 -0.566 -1.904 -0.325
C 1.673 0.549 -0.788 1.684
C 2.866 0.652 0.212 -0.103
C 3.856 1.804 -0.046 -0.664
C 5.012 2.066 0.825 -0.732
C 5.265 1.189 2.037 0.005
N 6.258 1.279 2.984 -0.341
S 5.977 0.002 4.062 0.149
N 4.591 -0.645 3.380 -0.443
C 4.243 0.041 2.236 0.535
C 3.058 -0.254 1.369 0.488
C 2.027 -1.406 1.607 0.294
B 2.678 -2.806 2.065 0.354
O 3.685 -3.515 1.364 -0.537
O 2.188 -3.399 3.279 -0.453
H -2.056 2.486 1.972 0.152
H -3.447 3.241 2.866 0.270
H -2.073 2.458 3.791 0.257
H -1.596 0.333 3.332 0.285
H -2.947 -0.872 3.362 0.057
H -1.026 -0.625 1.339 -0.790
H -2.244 0.625 0.714 0.003
H -3.401 -2.105 1.494 -0.548
H -3.886 -1.018 0.088 0.297
H -1.040 -2.047 -0.348 -0.561
H -2.218 -3.423 0.060 -0.512
H -3.714 -2.827 -1.790 -0.211
H -1.961 -3.050 -2.395 0.392
H -2.723 -0.130 -1.713 0.123
H -3.698 -0.867 -3.068 -0.201
H -1.021 -1.767 -3.792 0.455
H -1.979 -0.348 -4.494 0.243
H -0.707 0.549 -1.996 -0.085
H -0.568 1.239 -3.666 -0.925
H 1.048 -1.096 -3.946 0.475
H 1.625 0.618 -3.786 0.098
H 2.930 -0.681 -2.179 0.366
H 1.495 -1.595 -1.586 0.219
H 0.734 0.293 -0.200 -0.618
H 1.517 1.529 -1.337 -0.588
H 3.719 2.499 -0.923 0.318
H 5.706 2.923 0.640 0.381
H 1.217 -1.026 2.301 -0.142
H 1.504 -1.605 0.615 -0.401
H 3.295 -4.121 0.703 0.294
H 2.796 -3.169 4.012 0.270
C -3.271 -5.987 2.192 -0.466
Cl -1.681 -6.025 1.423 -0.129
Cl -3.828 -4.326 2.447 -0.093
H -3.982 -6.503 1.552 0.344
H -3.209 -6.488 3.155 0.342
C -3.925 2.681 -3.978 -0.375
Cl -4.482 1.093 -4.501 -0.135
Cl -2.233 2.916 -4.403 -0.075
H -4.528 3.446 -4.461 0.400
H -4.030 2.758 -2.898 0.209
C 7.001 4.780 3.885 0.516
Cl 6.602 5.644 5.377 -0.184
Cl 7.388 5.903 2.575 -0.183
H 7.862 4.141 4.068 -0.310
H 6.148 4.173 3.589 0.127
C -7.697 -0.586 -3.310 -0.296
Cl -6.836 -1.731 -2.273 -0.109
Cl -7.868 0.987 -2.526 -0.152
H -7.138 -0.460 -4.235 0.188
H -8.686 -0.982 -3.528 0.361
C -1.961 -2.942 5.857 -0.203
Cl -0.373 -2.921 5.082 -0.034
Cl -2.545 -1.303 6.176 -0.157
H -2.666 -3.444 5.199 0.081
H -1.887 -3.480 6.799 0.356
C -4.845 -5.730 -2.440 -0.341
Cl -4.037 -5.441 -3.985 -0.154
Cl -3.718 -5.568 -1.087 -0.051
H -5.646 -5.004 -2.321 0.164
H -5.255 -6.736 -2.439 0.366
C 8.871 1.927 6.001 -0.298
Cl 9.307 2.325 4.336 -0.162
Cl 7.444 0.881 6.052 -0.137
H 9.706 1.413 6.470 0.319
H 8.653 2.846 6.541 0.284
C 1.024 4.549 -2.802 -0.240
Cl 1.534 3.304 -3.946 -0.053
Cl -0.100 3.900 -1.600 -0.106
H 1.901 4.938 -2.291 0.404
H 0.531 5.346 -3.347 0.030
C 0.814 5.859 -7.156 -0.284
Cl 1.601 4.277 -7.101 -0.135
Cl 0.453 6.473 -5.539 -0.146
H 1.475 6.562 -7.656 0.308
H -0.117 5.769 -7.711 0.267